The molecule C3H7INP in a non-equilibrium geometry, computed with the ωB97M-V functional and the def2-TZVPD basis.

The geometry in XYZ format:
```
13
Properties=species:S:1:pos:R:3:forces:R:3:nbo_charge:R:1
P -0.8324 1.9656 0.3371 -1.41 -1.03 -1.17 0.487
N 0.2337 1.0947 -0.7187 2.84 -3.06 1.29 -0.955
C 1.0463 -0.2857 0.0514 -1.90 3.26 -1.59 -0.025
I 3.0795 0.1515 -0.0121 0.32 -0.27 0.09 0.159
C 0.4287 -1.5625 -0.2834 3.62 -3.17 0.46 -0.447
C 0.3922 -1.0225 1.1752 2.18 -1.38 -1.46 -0.465
H -0.9516 3.0698 -0.5657 -0.16 -0.22 0.24 -0.026
H -2.1337 1.2290 -0.2103 1.69 1.30 0.83 -0.046
H 1.1045 1.5464 -1.0694 -1.40 0.17 0.44 0.389
H 1.1374 -2.5297 -0.5708 -1.74 2.71 1.09 0.220
H -0.4292 -1.6064 -0.8606 -1.64 0.37 -0.88 0.234
H -0.5509 -0.6637 1.4326 -1.27 0.40 1.07 0.233
H 1.0895 -1.5676 1.8653 -1.15 0.91 -0.41 0.244
```
Positions in Å, forces in eV/Å.

Output
Energy relative to the best compared isomer or geometry (same formula, charge and spin): 67.8 kcal per mole
HOMO level: -0.3120 Ha
Spin multiplicity: 1
HOMO-LUMO gap: 8.9 eV
Structure (SMILES): PNC1(I)CC1



The ion C3H7O with charge +1 in a non-equilibrium geometry, computed with the ωB97M-V functional and the def2-TZVPD basis.

The geometry in XYZ format:
```
11
Properties=species:S:1:pos:R:3:forces:R:3:nbo_charge:R:1
C 1.9089 -0.0840 -0.1967 0.91 0.80 -0.86 0.398
C -1.4740 -0.4995 -0.0482 1.37 1.67 -3.75 -0.648
C -0.2654 0.3680 0.3057 -2.89 3.40 3.59 -0.108
O 0.9567 -0.3702 0.5220 0.20 -0.66 0.50 -0.289
H 2.8866 -0.5620 -0.0536 -0.47 -0.14 0.13 0.233
H 1.7760 0.7108 -0.9673 0.22 -0.59 0.42 0.199
H -1.3555 -0.8039 -1.1882 -0.08 -0.38 2.54 0.237
H -1.5495 -1.2333 0.7119 -0.59 -1.03 0.19 0.252
H -2.3421 0.1729 -0.1710 0.30 -0.31 0.82 0.270
H -0.5602 1.0659 1.3443 1.23 -2.73 -2.26 0.254
H 0.0184 1.2352 -0.2588 -0.20 -0.03 -1.31 0.203
```
Positions in Å, forces in eV/Å.

Output
Energy relative to the best compared isomer or geometry (same formula, charge and spin): 36.9 kcal per mole
HOMO level: -0.6082 Ha
Spin multiplicity: 1
Charge: +1
HOMO-LUMO gap: 10.0 eV



A cluster of 6 separate species, C25H51B3N6O8 in total in a non-equilibrium geometry, computed with the ωB97M-V functional and the def2-TZVPD basis.

The geometry in XYZ format:
```
93
Properties=species:S:1:pos:R:3:forces:R:3:lowdin_charge:R:1
C -1.6474 2.7925 1.7788 -0.05 0.12 -0.02 -0.056
C -0.8941 2.2850 0.5503 0.22 -0.03 -0.09 -0.404
C 0.4999 2.9403 0.4902 0.03 0.02 0.13 -0.059
C -0.6992 0.7579 0.5128 0.00 -0.05 -0.16 -0.161
C -1.9293 -0.1330 0.8190 -0.36 -0.10 -0.23 -0.039
B -1.5067 -1.2355 1.8182 -0.12 -0.38 0.30 -0.501
O -1.4830 -2.5976 1.4967 0.18 0.08 -0.06 0.264
B -0.4332 -3.3284 1.9882 -0.11 0.22 -0.06 -0.318
O 0.5989 -2.6420 2.6055 0.00 -0.32 0.41 0.241
B 0.2297 -1.5352 3.3630 -0.05 0.00 -0.03 -0.525
C 1.1685 -1.0076 4.4788 -0.65 -0.58 0.36 -0.081
C 2.3862 -1.6286 4.7786 -0.52 -1.26 0.94 -0.066
C 3.2109 -1.1028 5.7644 -0.47 -0.59 0.77 -0.048
C 2.7853 0.0523 6.4322 -0.16 -0.92 0.05 -0.120
N 1.6244 0.6437 6.1739 -0.89 -1.53 0.51 0.047
C 0.8404 0.1340 5.2326 0.27 -0.52 0.02 -0.058
O -0.9691 -0.9273 3.0688 0.29 0.29 -0.14 0.293
H -1.9621 3.8303 1.6280 0.12 -0.09 0.02 0.089
H -0.9982 2.7773 2.6622 -0.10 -0.09 -0.04 0.069
H -2.5517 2.2232 1.9991 0.03 0.04 -0.03 0.064
H -1.4467 2.5580 -0.3516 -0.14 -0.08 0.21 0.097
H 0.5651 3.7367 -0.2552 0.00 -0.08 0.04 0.078
H 1.2670 2.1885 0.2675 -0.01 0.18 -0.13 0.066
H 0.7496 3.3889 1.4566 0.11 -0.01 -0.18 0.040
H -0.3563 0.5049 -0.4991 0.11 0.05 0.16 0.112
H 0.1411 0.5068 1.1789 -0.13 0.06 0.03 0.107
H -2.3061 -0.6089 -0.0930 0.04 0.16 0.06 0.111
H -2.7573 0.4728 1.1998 0.12 -0.08 0.04 0.103
H -0.4132 -4.5148 1.9285 0.05 0.03 -0.18 0.114
H 2.6766 -2.5237 4.2337 -0.02 0.11 0.05 0.132
H 4.1605 -1.5579 6.0245 -0.09 0.02 -0.08 0.120
H 3.4077 0.5101 7.1947 -0.08 -0.06 -0.05 0.129
H -0.0974 0.6510 5.0482 0.02 0.02 -0.01 0.136
C -4.3021 1.8439 -4.8144 -0.01 0.00 0.03 -0.055
N -3.5529 1.9843 -3.5856 0.02 0.02 -0.04 -0.186
C -2.1066 1.8391 -3.6162 0.01 0.04 0.01 -0.037
C -4.1390 2.2330 -2.4005 0.12 -0.13 -0.01 -0.340
O -3.5231 2.3335 -1.3548 -0.20 0.05 0.05 0.007
H -4.1485 0.8568 -5.2546 0.00 -0.01 0.01 0.086
H -3.9978 2.5938 -5.5473 0.00 0.02 0.01 0.090
H -5.3627 1.9746 -4.6039 -0.01 0.00 -0.02 0.081
H -1.7940 1.0224 -2.9635 0.01 -0.01 0.00 0.084
H -1.6216 2.7508 -3.2645 -0.02 0.01 0.01 0.095
H -1.7926 1.6140 -4.6306 0.02 -0.02 0.01 0.069
H -5.2370 2.3216 -2.4595 0.01 0.03 -0.01 0.132
C -0.8674 -3.4383 -3.5076 0.09 0.16 0.09 -0.054
N -0.4890 -2.1813 -4.1265 -0.03 0.02 -0.02 -0.185
C 0.7983 -1.5815 -3.8276 -0.01 -0.02 0.01 -0.041
C -1.3071 -1.5460 -4.9835 0.02 0.05 0.03 -0.345
O -1.0377 -0.4900 -5.5344 -0.04 -0.08 -0.05 -0.013
H -0.8795 -3.3432 -2.4193 0.00 0.01 0.01 0.087
H -0.1648 -4.2273 -3.7826 -0.03 -0.03 0.00 0.091
H -1.8538 -3.7210 -3.8602 0.04 -0.07 0.07 0.050
H 0.6745 -0.5904 -3.3890 -0.01 0.00 0.01 0.085
H 1.3960 -1.4688 -4.7328 0.00 -0.01 -0.01 0.091
H 1.3238 -2.2234 -3.1241 0.02 0.01 0.00 0.085
H -2.2620 -2.0742 -5.1367 0.02 -0.01 -0.02 0.132
C 1.6511 3.3957 6.3979 -0.11 0.52 -0.37 -0.070
N 1.7021 4.3757 5.3315 -0.01 0.17 0.04 -0.179
C 1.9453 5.7711 5.6407 -0.02 0.00 -0.04 -0.047
C 1.5532 4.0250 4.0422 0.01 0.06 0.11 -0.352
O 1.5650 4.8072 3.1055 0.08 0.02 0.06 -0.005
H 0.8671 3.6396 7.1184 -0.05 0.07 0.01 0.092
H 2.6080 3.3422 6.9198 0.05 -0.05 0.02 0.092
H 1.4489 2.4163 5.9738 0.07 0.70 0.28 0.021
H 1.1212 6.3966 5.2955 -0.01 0.01 0.00 0.089
H 2.8548 6.1248 5.1532 0.02 0.01 0.00 0.089
H 2.0503 5.8739 6.7185 0.00 0.01 0.00 0.083
H 1.4216 2.9387 3.9052 -0.06 -0.01 0.01 0.124
C 4.1666 -0.3426 1.9849 -0.08 0.03 0.01 -0.033
N 4.3228 0.6676 3.0077 0.16 0.22 0.20 -0.152
C 5.4007 1.6367 2.9045 0.04 -0.02 -0.07 -0.031
C 3.4867 0.7533 4.0593 -0.12 0.54 -1.50 -0.356
O 3.5733 1.5955 4.9352 1.34 1.26 -0.48 0.000
H 5.0516 -0.9794 1.9210 0.01 -0.01 0.01 0.092
H 3.9961 0.1119 1.0067 -0.02 0.01 -0.01 0.092
H 3.3075 -0.9664 2.2290 0.01 -0.02 -0.05 0.082
H 6.0591 1.5764 3.7713 0.01 -0.01 0.00 0.091
H 5.0031 2.6507 2.8561 -0.01 -0.01 -0.01 0.094
H 5.9707 1.4289 2.0017 0.03 0.02 0.00 0.085
H 2.6893 -0.0092 4.0465 1.12 1.84 -0.84 0.073
C -3.4024 -5.5948 -8.8374 0.01 0.01 0.02 -0.058
N -2.7096 -5.4106 -7.5802 0.01 -0.01 0.00 -0.194
C -1.2652 -5.5649 -7.5298 -0.01 0.01 -0.01 -0.035
C -3.3548 -5.0942 -6.4435 0.06 0.01 0.02 -0.333
O -2.7997 -4.9327 -5.3701 -0.14 -0.04 -0.14 -0.006
H -3.2519 -6.6046 -9.2236 -0.01 -0.01 0.01 0.090
H -3.0519 -4.8818 -9.5859 0.00 0.01 0.01 0.091
H -4.4687 -5.4388 -8.6843 -0.01 0.00 -0.02 0.083
H -0.9855 -6.3554 -6.8334 -0.01 -0.01 0.00 0.094
H -0.7898 -4.6416 -7.1973 -0.01 0.01 -0.01 0.090
H -0.9066 -5.8159 -8.5251 0.02 0.00 0.00 0.086
H -4.4441 -4.9884 -6.5706 0.00 -0.01 0.00 0.136
```
Positions in Å, forces in eV/Å.

Output
HOMO level: -0.3126 Ha
Spin multiplicity: 1
HOMO-LUMO gap: 8.9 eV
Structure (SMILES): CC(C)CCB1OBOB(c2cccnc2)O1.CN(C)C=O.CN(C)C=O.CN(C)C=O.CN(C)C=O.CN(C)C=O